This record from OMol25 describes a molecular structure, C19H26N3O4PtSi2. The level of theory is ωB97M-V/def2-TZVPD.

XYZ file:
```
55
Properties=species:S:1:pos:R:3:forces:R:3
Pt -0.3505 -0.0423 -0.0826 -0.192 0.039 -0.357
Si -1.8164 -2.5709 -1.4270 0.000 -0.022 -0.002
Si 1.5598 0.3523 2.5720 -0.009 -0.042 0.042
O -0.7542 1.9873 -0.6510 0.068 0.044 0.076
O 0.2678 7.2804 -3.6935 -0.007 0.017 0.005
O 1.8891 6.1165 -4.4974 0.007 0.003 -0.003
O 1.4922 0.5701 -1.8832 0.097 -0.002 -0.120
N 0.4620 -0.6820 1.7271 0.051 -0.017 0.215
N 0.9131 6.2446 -3.7718 -0.004 -0.045 0.005
N -1.0194 -1.9486 -0.0170 0.038 -0.036 0.075
C -0.3162 2.9165 -1.3909 -0.077 -0.010 0.047
C -3.6445 -2.8773 -1.1001 0.028 0.001 -0.010
C -1.0180 -4.1684 -2.0236 -0.020 0.009 0.018
C 1.6329 1.6423 -2.4355 -0.031 -0.022 0.071
C -0.6196 5.2401 -2.1221 -0.015 -0.048 0.047
C 0.8180 2.8352 -2.2705 0.085 0.017 -0.079
C 0.8298 0.9286 4.2098 0.020 -0.013 -0.003
C 0.4974 5.1195 -2.9675 0.058 0.068 -0.080
C -0.9653 -4.4808 2.6855 0.001 0.010 0.010
C -1.6667 -1.3182 -2.8080 0.011 0.027 0.023
C 0.3204 -2.5474 3.3251 0.017 -0.019 0.029
C -0.1672 -3.8057 3.6138 -0.001 -0.004 -0.017
C 1.1963 3.9370 -3.0349 -0.069 -0.021 0.082
C 1.9045 1.8612 1.5226 -0.042 -0.010 -0.016
C -0.7842 -2.6064 1.1522 0.025 0.002 0.012
C -1.2675 -3.8861 1.4770 -0.015 -0.033 0.003
C 0.0312 -1.9128 2.1010 0.003 0.059 -0.039
C 3.2120 -0.4917 2.9044 -0.025 0.021 -0.004
C -1.0063 4.1776 -1.3651 -0.016 0.042 -0.005
H -4.1470 -3.2356 -2.0028 0.000 -0.001 0.000
H -1.1520 6.1795 -2.0859 -0.001 0.003 -0.003
H 0.6057 0.0908 4.8732 0.007 0.021 0.002
H 2.0530 3.8651 -3.6924 0.006 0.000 -0.008
H -1.8602 4.2430 -0.7038 0.000 0.000 -0.002
H 3.9059 0.2074 3.3799 0.003 -0.005 0.005
H -1.5043 -4.5160 -2.9395 -0.001 -0.005 0.000
H -2.1477 -0.3752 -2.5382 -0.010 -0.003 -0.010
H 0.0376 -3.9983 -2.2465 0.001 0.022 0.003
H 0.0661 -4.2689 4.5653 0.005 0.008 0.004
H 3.1179 -1.3666 3.5486 -0.009 -0.012 0.015
H 2.6139 2.5266 2.0231 0.009 -0.013 0.016
H -1.0737 -4.9686 -1.2843 -0.005 -0.002 -0.012
H 0.9285 -2.0304 4.0573 0.010 -0.007 -0.004
H -1.8950 -4.4116 0.7674 -0.005 0.003 0.001
H 1.5154 1.6022 4.7315 0.001 0.001 0.001
H -4.1279 -1.9487 -0.7887 0.011 0.011 -0.003
H -0.1040 1.4662 4.0308 -0.001 0.003 -0.013
H 3.6580 -0.8213 1.9632 -0.010 0.009 -0.011
H -1.3524 -5.4660 2.9159 -0.003 -0.002 -0.009
H -3.8026 -3.6120 -0.3089 -0.004 -0.012 0.001
H -0.6162 -1.1028 -3.0164 -0.001 -0.005 -0.007
H -2.1329 -1.6926 -3.7246 -0.008 -0.023 0.004
H 2.4685 1.7755 -3.1553 -0.006 -0.009 -0.001
H 0.9878 2.4202 1.3230 0.009 0.002 0.009
H 2.3271 1.5675 0.5592 0.014 0.002 -0.005
```
Forces are in eV/Å.

Results
Total charge = -1
E_LUMO (spin up / spin down) = 2.28 / 2.14 eV
ΔE to the lowest compared entry with this formula, charge and spin = 1.6 kcal per mole
HOMO energy (spin up / spin down) = -0.139 / -0.159 Eh
Expectation value of S² = 2.02
2S+1 = 3

---

This record from OMol25 describes a single C17H19NO3S molecule in a non-equilibrium geometry. The level of theory is ωB97M-V/def2-TZVPD.

XYZ file:
```
41
Properties=species:S:1:pos:R:3:forces:R:3
S 0.2403 0.6816 0.9860 0.150 -0.035 0.804
O 1.5933 -0.2038 -1.9026 -0.697 -0.742 0.455
O 1.2862 -0.2463 1.3705 -0.449 0.005 -0.152
O -0.9050 0.8548 1.8525 0.404 0.119 -0.426
N -2.9175 0.2301 -0.4100 0.226 0.478 0.287
C 1.3096 4.6009 1.3070 0.005 -0.146 0.041
C 0.7467 -0.7418 -1.2036 0.265 0.628 -0.490
C 2.6956 4.5667 1.1200 -0.269 -0.299 -0.049
C 1.6026 -4.7247 0.1922 -0.050 0.433 -0.206
C 2.1022 -4.2450 -1.0278 -0.279 -0.010 -0.030
C 0.5508 3.4287 1.2251 0.113 -0.038 -0.279
C -1.7293 -0.5615 -0.7169 -1.812 -0.559 0.179
C 1.7320 -2.9846 -1.5046 -0.053 -0.032 0.387
C 0.8561 -2.1719 -0.7609 0.656 -0.505 0.001
C 1.1845 2.2258 0.9122 -0.357 0.337 -0.191
C 2.5670 2.1775 0.7122 -0.053 0.027 -0.201
C -3.4316 1.0727 -1.4802 0.201 -0.379 0.117
C 0.7316 -3.9206 0.9336 -0.104 0.047 -0.265
C -0.4187 0.1252 -0.7002 1.724 1.354 0.375
C 3.3166 3.3526 0.8109 -0.214 -0.066 0.045
C 0.3448 -2.6704 0.4538 -0.001 0.028 -0.212
C -3.9446 -0.5742 0.2243 0.342 -0.209 -0.102
H 0.8086 5.5424 1.5241 0.134 -0.194 0.025
H 2.1484 -2.5898 -2.4355 -0.128 -0.166 0.366
H -0.5252 3.4272 1.3965 0.254 0.088 0.004
H -4.8440 0.0281 0.3801 0.166 -0.153 0.070
H -4.4113 1.4558 -1.1637 0.381 0.065 -0.193
H -2.7534 1.9110 -1.6666 -0.133 -0.023 -0.020
H -4.2011 -1.4612 -0.3838 -0.177 0.076 0.087
H -1.7032 -1.4021 -0.0131 -0.242 0.208 -0.423
H 3.2879 5.4796 1.2214 -0.223 -0.312 -0.091
H -0.4593 1.0508 -1.2932 0.242 -0.280 0.075
H 3.0457 1.2289 0.4746 -0.131 0.242 0.106
H -3.5639 0.5209 -2.4300 -0.045 0.047 0.062
H -1.8554 -0.9665 -1.7451 0.261 -0.239 0.244
H 0.3396 -4.2474 1.8978 0.149 -0.012 -0.305
H 1.8849 -5.7113 0.5651 -0.016 0.329 -0.145
H 2.7794 -4.8555 -1.6247 -0.154 0.108 0.197
H 4.3926 3.3106 0.6468 -0.257 0.016 0.072
H -0.3279 -2.0703 1.0684 0.418 -0.281 -0.149
H -3.5553 -0.9233 1.1871 -0.245 0.046 -0.065
```
Forces are in eV/Å.

Results
Structure (SMILES) = CN(C)C[C@H](C(=O)c1ccccc1)S(=O)(=O)c1ccccc1
Total charge = 0
E_LUMO = 0.01 eV
ΔE to the lowest compared entry with this formula, charge and spin = 69.5 kcal per mole
HOMO energy = -0.313 Eh

---

This record from OMol25 describes 2 unconnected molecules or ions with the total composition C4H8O2 in a non-equilibrium geometry. The level of theory is ωB97M-V/def2-TZVPD.

XYZ file:
```
14
Properties=species:S:1:pos:R:3:forces:R:3
O -1.8809 -2.5320 3.1055 0.204 -0.878 1.038
O 3.6843 1.7881 -3.1697 -1.685 -2.953 -1.249
C -2.0003 -0.2759 2.6471 0.752 1.157 0.865
C 2.8943 0.8583 -3.4335 0.595 2.702 1.331
C 1.6123 0.7224 -2.6199 0.232 -0.078 0.262
C -2.3374 -1.4886 3.4789 -1.427 0.372 -2.334
H 2.9807 0.1438 -4.2878 0.514 0.443 0.294
H 1.4269 -0.3200 -2.3105 0.040 0.311 -0.275
H 1.6795 1.3510 -1.7160 0.021 -0.219 -0.468
H -0.8974 -0.2738 2.6401 -0.341 0.289 -0.294
H 0.7573 1.0671 -3.2254 0.281 -0.209 0.108
H -2.3510 0.6588 3.1161 0.130 -0.282 -0.226
H -2.3587 -0.3022 1.6042 0.004 -0.407 0.563
H -3.2095 -1.3969 4.1708 0.679 -0.248 0.387
```
Forces are in eV/Å.

Results
Structure (SMILES) = CC=O.CC=O
Total charge = 0
E_LUMO = 0.76 eV
ΔE to the lowest compared entry with this formula, charge and spin = 46.7 kcal per mole
HOMO energy = -0.368 Eh

---

This record from OMol25 describes 2 unconnected molecules or ions with the total composition CH2F2IP in a non-equilibrium geometry. The level of theory is ωB97M-V/def2-TZVPD.

XYZ file:
```
7
Properties=species:S:1:pos:R:3:forces:R:3
I -0.4377 -2.0554 1.3423 0.086 0.475 -0.219
P -0.7363 1.4074 -1.4915 0.583 -0.737 0.408
F 1.0895 0.3451 1.9832 0.604 -0.041 -0.311
F 2.2109 -1.1295 0.7290 -0.910 1.381 0.486
C 1.0276 -0.5025 0.9848 0.224 -1.804 0.031
H -1.9000 1.8665 -2.0636 -0.783 0.406 -0.419
H -1.2540 0.0684 -1.4843 0.196 0.320 0.024
```
Forces are in eV/Å.

Results
Total charge = 0
E_LUMO (spin up / spin down) = 0.18 / -1.54 eV
ΔE to the lowest compared entry with this formula, charge and spin = 0.0 kcal per mole
HOMO energy (spin up / spin down) = -0.333 / -0.380 Eh
Expectation value of S² = 2.01
2S+1 = 3

---

This record from OMol25 describes a molecular structure, C7H8AlCeCl2N2O3S in a non-equilibrium geometry. The level of theory is ωB97M-V/def2-TZVPD.

XYZ file:
```
25
Properties=species:S:1:pos:R:3:forces:R:3
Ce 0.1011 0.9498 -7.5065 -0.680 7.195 8.534
Cl 1.9184 -1.0712 -0.2359 0.420 -0.560 -0.814
Cl -0.6587 3.2539 -6.7946 0.269 -1.172 -0.654
S 0.3887 1.9728 0.9840 -0.278 -0.131 0.217
Al 0.2428 0.0367 -0.1408 0.465 0.991 2.146
O -0.7508 1.7197 -10.6854 0.226 -0.198 0.686
O 0.8350 -1.9955 -8.8307 -1.349 5.423 2.103
O -1.0819 -2.0815 2.0028 2.082 4.452 -4.222
N 1.3850 0.6891 3.2238 -1.977 1.057 -1.349
N -0.8643 1.2942 3.3357 1.218 -0.279 -1.398
C -0.4476 1.4272 -9.6531 -1.443 1.329 -5.180
C 0.5670 -0.9338 -8.4361 3.004 -12.553 -6.131
C -1.0333 0.4762 4.5437 -0.470 0.459 -0.094
C 1.4065 0.1877 4.6013 0.717 -0.408 0.036
C 0.2131 0.6789 5.3397 -0.145 0.446 0.965
C -0.7117 -1.2864 1.2339 -2.556 -4.730 4.155
C 0.3032 1.2880 2.6773 0.095 -1.251 0.754
H -1.9534 0.7952 5.0427 0.299 -0.011 -0.014
H 2.3329 0.5188 5.0727 -0.019 0.025 -0.074
H -1.1495 -0.5601 4.2390 -0.102 -0.215 0.009
H -1.6244 1.8357 2.9709 -0.280 0.280 -0.191
H 1.4414 -0.8998 4.5330 -0.003 -0.093 0.133
H 0.3180 1.7406 5.5679 0.000 0.014 0.077
H 2.1929 0.5654 2.6429 0.409 0.183 -0.153
H 0.1280 0.1653 6.2805 0.095 -0.254 0.458
```
Forces are in eV/Å.

Results
Total charge = +4
E_LUMO (spin up / spin down) = -15.47 / -15.39 eV
ΔE to the lowest compared entry with this formula, charge and spin = 22.4 kcal per mole
HOMO energy (spin up / spin down) = -0.765 / -0.765 Eh
Expectation value of S² = 0.75
2S+1 = 2

---

This record from OMol25 describes a single C19H22BrNO3 molecule in a non-equilibrium geometry. The level of theory is ωB97M-V/def2-TZVPD.

XYZ file:
```
46
Properties=species:S:1:pos:R:3:forces:R:3
Br -5.1027 -1.1107 1.2320 0.589 1.808 -0.577
O 1.7603 1.7910 1.5456 3.124 1.312 -1.637
O 5.2729 0.7195 1.1489 12.527 0.656 -0.090
O 1.4851 3.3619 -0.3298 -1.058 -5.414 5.656
N 3.3887 -0.2639 0.9979 -7.276 -8.106 -1.594
C -3.6356 2.9360 -0.8060 2.059 -2.715 3.183
C 3.3263 2.0570 1.3627 -1.581 -3.605 6.638
C -0.3644 2.0002 0.5523 7.341 -3.392 6.753
C 3.7387 -1.8549 0.5642 -3.095 4.435 5.260
C -3.1502 0.8627 0.4741 6.354 -0.501 1.537
C -1.2880 -2.0119 -1.0751 12.099 -1.909 1.934
C 3.1378 -2.1462 -0.7527 0.514 2.260 -1.346
C -1.2585 2.5494 -0.1017 -6.563 1.411 -5.313
C -4.9493 2.5412 -0.6100 1.683 6.643 -5.590
C -2.7055 1.9791 -0.1641 2.026 6.509 -2.156
C 1.1104 -1.1582 -1.4467 -7.169 12.319 -6.812
C 1.6066 -2.0210 -0.7960 6.122 -8.293 6.994
C -0.5360 -2.7068 0.2400 -4.068 6.056 4.970
C 1.0970 2.4236 0.6046 -0.603 5.095 -5.951
C -5.3490 1.3566 -0.4451 -4.793 -6.686 7.375
C 4.1661 0.7200 1.1238 -10.395 3.574 1.646
C 0.8820 -2.9428 0.1464 -2.456 -2.598 -7.626
C -4.4046 0.7681 0.4275 -7.862 -6.436 -0.543
C -0.4688 -0.7350 -1.5491 0.878 -4.966 -1.794
H 2.2832 -0.2636 1.0147 3.428 1.047 0.066
H 3.6058 -1.4047 -1.6712 -0.909 -2.763 2.642
H 0.7514 -4.0149 -0.3041 1.295 1.176 -0.359
H -0.5635 -1.7191 1.1086 -0.298 -2.183 -1.938
H 3.3636 -2.4476 1.5722 0.184 1.131 -2.926
H -1.1764 -2.9077 -1.5435 -0.329 -1.807 -3.318
H -5.5808 3.0633 -1.2385 -1.911 2.183 -0.553
H 1.6662 -0.2925 -1.9416 -0.109 -1.711 0.364
H -0.7122 -0.8168 -2.7143 0.483 1.484 2.437
H 4.7134 -1.7494 0.8500 3.274 -0.652 -0.920
H 3.4892 2.5569 0.5673 0.448 4.050 -5.481
H -1.1225 -3.4649 0.8807 0.774 0.849 -1.655
H 3.6118 2.6211 2.2926 -0.187 -0.814 -1.014
H 1.3490 -3.2396 0.9342 2.897 -0.768 5.438
H -3.4070 3.9298 -1.2084 0.326 -0.724 0.220
H -0.8124 0.0936 -0.9127 0.541 -0.027 -0.989
H -6.5492 1.1200 -0.0826 3.521 0.469 -1.972
H -2.4698 0.1479 1.0143 -0.794 0.970 -0.581
H -2.1272 -1.7285 -0.9000 -10.326 2.585 2.351
H -1.1058 3.3308 -0.9102 0.289 -0.868 1.448
H -0.3572 1.2308 1.4399 -1.380 0.962 -2.031
H 3.3913 -3.1595 -0.5908 0.385 -2.045 -2.147
```
Forces are in eV/Å.

Results
Structure (SMILES) = O=C(COC(=O)/C=C/c1cccc(Br)c1)NCCC1=CCCCC1
Total charge = 0
E_LUMO = -0.51 eV
ΔE to the lowest compared entry with this formula, charge and spin = 345.2 kcal per mole
HOMO energy = -0.343 Eh

---

Computed DFT total energy, in the same sequence as the records: -1903.19915 -1337.80042 -307.63797 -877.93340 -2641.31701 -3591.17156 Ha.